[1]
Density functional theory data (ωB97M-V/def2-TZVPD) for C2H3N3O2 as an isolated structure in a non-equilibrium geometry.

Geometry as XYZ:
```
10
Properties=species:S:1:pos:R:3
N 0.8964 -0.3360 -0.0463
C -0.3389 -0.8455 0.1058
O 2.0049 -1.1085 0.2565
O -2.3287 0.1600 -0.4825
N -1.0951 0.2221 0.1609
C 0.5561 1.1492 -0.0329
N 0.9051 2.2575 -0.0910
H 2.7945 -0.5490 0.2945
H -2.7988 0.9384 -0.1509
H -0.5954 -1.8881 -0.0141
```

Properties
**Charge**: 0
**Relative energy (zero: lowest compared OMol25 entry of this formula, charge and spin)**: 161.93 kcal/mol
**HOMO-LUMO gap**: 9.4 eV

Löwdin population analysis, charges in e, atoms 1 to 2: -0.0884, -0.0956

[2]
Density functional theory data (ωB97M-V/def2-TZVPD) for an isolated molecule of C2H3N3O2 in a non-equilibrium geometry.

Geometry as XYZ:
```
10
Properties=species:S:1:pos:R:3
O 0.6539 1.4048 1.5858
C 0.3333 0.6769 0.6432
N 1.1778 0.0083 -0.1897
N 0.7984 -1.1462 -0.8599
C -0.4334 -1.2355 -0.9867
O -1.3776 -0.4102 -0.5673
N -1.0208 0.6818 0.2464
H 2.1751 0.1624 -0.1102
H -0.8751 -2.1510 -1.4792
H -1.5970 0.5766 1.1255
```

Properties
**Charge**: 0
**Relative energy (zero: lowest compared OMol25 entry of this formula, charge and spin)**: 72.73 kcal/mol
**HOMO-LUMO gap**: 10.0 eV
**Structure (SMILES)**: O=C1NN=CON1

Löwdin population analysis, charges in e, atoms 1 to 2: 0.0639, -0.5167

[3]
Density functional theory data (ωB97M-V/def2-TZVPD) for an isolated molecule of C2H3N3O2S in a non-equilibrium geometry.

Geometry as XYZ:
```
11
Properties=species:S:1:pos:R:3
H -1.1595 -2.6157 0.4062
N -0.7336 -1.9414 0.9715
C -0.5621 -0.9633 0.1712
O -0.8353 -0.8278 -1.0861
N -0.2754 0.2870 -1.6572
C 0.4313 0.7819 -0.6347
S 0.9201 2.5196 -0.7085
N 0.2051 0.0693 0.5393
O 0.9338 0.3882 1.6896
H 0.1428 2.8665 -1.7514
H 0.9327 -0.5643 2.0600
```

Properties
**Charge**: 0
**Relative energy (zero: lowest compared OMol25 entry of this formula, charge and spin)**: 84.77 kcal/mol
**HOMO-LUMO gap**: 9.2 eV
**Structure (SMILES)**: [H]/N=c1\onc(S)n1O

Löwdin population analysis, charges in e, atoms 1 to 2: 0.0270, 0.1545

[4]
Density functional theory data (ωB97M-V/def2-TZVPD) for an isolated molecule of C2H3N3O3 in a non-equilibrium geometry.

Geometry as XYZ:
```
11
Properties=species:S:1:pos:R:3
O -1.0433 1.9538 -0.0592
C -0.9124 0.7598 0.1222
O -1.8170 -0.1039 0.0413
N -1.3794 -1.4858 -0.1413
N 0.1098 -1.3740 -0.1007
C 0.3587 -0.1455 -0.0277
N 1.4684 0.5250 0.0682
O 2.7758 -0.1159 -0.0878
H -1.7804 -1.8369 0.7852
H 1.5602 1.4777 -0.1466
H 2.8271 -0.8558 0.8568
```

Properties
**Charge**: 0
**Relative energy (zero: lowest compared OMol25 entry of this formula, charge and spin)**: 93.60 kcal/mol
**HOMO-LUMO gap**: 9.8 eV
**Structure (SMILES)**: O=c1o[nH]nc1NO

Löwdin population analysis, charges in e, atoms 1 to 2: 0.1146, -0.4635